C49H72BrCl2F5N3O19P | the ωB97M-V functional and the def2-TZVPD basis

Output
**E_LUMO**: 0.21 eV
**E_HOMO**: -8.491 eV
**DFT total energy**: -7839.37312 Eh

Geometry as XYZ:
```
152
Properties=species:S:1:pos:R:3:forces:R:3
Br 5.0508 -1.9549 1.0908 0.0164 0.0919 0.0084
Cl 6.6762 -2.8003 4.6530 0.2229 0.0608 0.0902
Cl 4.6648 3.3969 0.0052 -0.1714 0.1466 -0.0753
P 4.6939 -0.2028 -1.3401 -0.8242 0.5872 -0.4945
F 1.5719 0.0858 -4.3752 -0.0621 0.1138 0.0366
F -0.3816 -1.4771 1.1987 -0.0933 -0.1072 0.0448
F -0.0675 0.2372 -0.0815 -0.2225 0.0178 0.0372
F 0.6558 -1.6389 -5.2884 -0.2130 -0.0902 -0.1405
F 2.7843 -1.6021 -4.9690 0.0870 -0.0087 0.0048
O -4.4833 4.6779 -4.7605 -0.1660 -0.0457 -0.1199
O -4.8972 -0.1692 1.2617 0.0829 0.0487 0.0461
O 3.1403 -0.5731 3.2081 -0.1480 -0.6881 -0.1966
O 4.3228 -1.6792 -1.8173 0.1820 -0.1450 -0.0603
O -1.0423 3.0479 -2.5171 -0.0051 -0.1753 0.1943
O -10.8768 -1.0523 4.5636 0.0828 0.0499 0.0289
O 8.2012 -0.7397 0.5347 -0.1095 0.0242 -0.1694
O 2.8149 -0.4554 0.4022 0.0574 0.7124 0.1024
O -3.6448 -2.7606 -3.6882 0.0893 0.0368 -0.0872
O 6.7256 2.1044 0.7387 0.5808 0.0655 0.0649
O -2.4624 3.9086 -1.0099 0.0055 -0.0139 -0.1332
O -3.9312 -1.7253 -5.6460 0.0285 0.0704 -0.1084
O -6.6101 -1.5826 1.0811 -0.0602 -0.0547 0.0718
O -4.2849 6.3319 -6.2413 0.0414 0.0953 -0.0889
O 6.2653 -0.1609 -1.3924 0.2367 0.2172 0.4019
O -12.6441 -2.4168 4.5039 -0.0011 -0.0411 0.0617
O 2.0636 -2.4790 2.2437 0.2590 0.0531 0.3257
O 4.6263 -3.8661 3.5376 -0.2793 -0.5779 -0.3722
O 10.3720 -0.2357 0.5331 0.0836 0.0247 -0.0372
N 5.0534 -0.1129 4.2741 -0.2109 -0.0401 -0.2948
N -0.4756 3.4308 1.4861 -0.1184 -0.2909 -0.0902
N 4.0531 0.9001 -2.2094 0.1005 -0.2013 0.4758
C -2.0293 5.2317 -2.9070 -0.0676 0.3111 0.3340
C -3.4129 -1.0458 -0.3417 -0.0663 -0.1144 -0.1259
C 5.5466 2.0380 0.6876 -0.0005 -0.2452 -0.1330
C -3.2336 -3.9626 -5.7811 0.1991 0.2414 -0.2273
C 0.7917 -0.9853 3.6529 0.1857 -0.1317 0.6343
C 1.0867 -1.1258 -1.9746 0.0483 -0.0886 -0.2301
C 0.9648 -1.7233 -0.7277 -0.1014 -0.3208 -0.0950
C 11.3869 0.0641 1.5086 0.0590 0.0592 0.1330
C 1.6393 -3.2572 -2.9709 -0.1067 0.1647 0.4949
C -4.8741 5.2202 -5.7541 -0.1705 -0.0576 0.1601
C 2.6462 1.5083 5.2267 0.0436 0.0554 0.0242
C -2.6439 6.1165 -1.8226 0.0870 -0.0541 -0.0676
C 3.7234 -0.7152 4.4815 0.9728 0.4293 0.7152
C 1.6042 -1.2415 -4.4115 0.1816 0.0457 -0.2203
C 3.0131 0.0729 5.6064 -0.7274 0.1093 -0.3182
C 1.5180 -3.8531 -1.7218 -0.1269 0.3446 -0.2183
C 4.1722 -0.2430 0.4552 0.6483 -0.8871 -0.0979
C 1.9344 -1.1658 2.6720 -0.2602 0.3008 -0.3786
C -4.8056 -1.6347 -0.5737 0.3329 0.1182 0.3107
C -3.9100 -2.0768 -7.0408 0.0130 -0.0412 -0.0820
C -3.2940 5.0792 -0.9155 -0.1106 0.1211 0.1220
C -9.4953 -2.0312 2.9243 -0.1417 -0.0766 -0.0823
C 10.6302 0.6176 2.7123 -0.1104 -0.0579 -0.0081
C 1.4254 -1.8867 -3.0791 0.0363 -0.2707 0.2736
C 1.3666 1.1148 1.7650 0.3794 0.4336 -0.0598
C 4.0367 -2.1100 5.0651 0.1384 0.2011 0.2172
C 0.4323 3.0777 0.3933 0.7479 0.3328 0.1685
C -6.0565 4.8407 -6.6242 0.2157 0.1029 -0.3459
C 0.1325 -5.4945 3.4392 -0.3617 0.3519 0.0934
C -5.0148 6.8310 -7.3776 -0.0723 -0.0139 -0.1010
C 4.9429 -3.0139 4.2789 0.0189 0.1798 0.0716
C -10.9160 -2.5778 2.7793 0.3551 0.0614 0.2209
C 9.3070 -0.1438 2.6213 0.2538 0.3233 -0.0540
C -2.9976 -3.2951 -7.1366 -0.1565 -0.0929 0.1609
C -9.7352 -0.7637 3.7329 0.0927 -0.0268 -0.0741
C 0.2370 -4.0813 2.8760 -0.1006 -0.0294 0.3169
C 4.7891 0.8774 1.3145 -0.2474 0.3527 0.1665
C 1.7582 -0.3102 1.3487 -0.7267 -0.2421 0.4851
C 1.6736 2.2484 0.7830 -0.9069 -0.2977 0.0748
C -1.7539 3.9446 -2.1654 0.0098 0.0139 -0.4286
C 1.1842 -3.0905 -0.6066 0.0420 0.0525 -0.3157
C -3.5952 -2.7908 -4.8840 -0.2143 -0.1826 0.1719
C 1.6649 -3.5867 3.0480 -0.1324 -0.3917 -0.1893
C -3.7273 0.1856 0.4945 0.1096 0.0073 -0.1143
C -5.5640 -1.1776 0.6579 -0.0907 0.0252 -0.1751
C -11.6076 -2.0581 4.0281 -0.1070 0.0112 -0.1791
C -5.7935 5.6313 -7.9071 -0.0222 -0.0680 0.1083
C 9.1808 -0.4037 1.1343 -0.0959 -0.1044 0.2026
C 0.5684 -0.8525 0.4471 0.4285 -0.1427 -0.4390
H -3.2172 -3.9271 -7.9948 -0.0786 0.0079 0.0256
H 2.0540 1.8159 -0.1372 0.3914 0.1877 -0.1057
H -1.8574 6.6408 -1.2773 -0.0149 0.0038 0.0285
H 0.2984 1.1094 1.9514 -0.1922 -0.1769 0.0500
H -6.6904 5.9126 -8.4538 -0.0212 0.0494 0.0444
H -1.1765 2.7094 1.5951 -0.1453 0.0490 -0.0132
H -0.0748 2.5814 -0.4211 -0.4571 -0.0064 0.0859
H 0.6855 0.0439 3.9609 -0.0954 0.2095 -0.1246
H -8.8910 -2.7295 3.5039 0.0293 0.0112 0.0099
H 2.1069 -0.4363 5.9219 -0.0549 -0.1796 0.1117
H 3.1007 1.8209 4.2903 0.1432 0.0289 -0.0828
H 12.0853 0.7728 1.0724 -0.0402 -0.0060 -0.1049
H -3.9688 1.0553 -0.1196 -0.0018 -0.0009 -0.0121
H 4.9324 0.7904 3.8374 0.0128 0.1087 0.1214
H 8.4525 0.4247 2.9771 -0.1170 -0.1328 -0.0039
H -5.6702 7.6345 -7.0363 -0.0237 -0.0105 0.0140
H 1.6713 -4.9153 -1.6185 0.0566 -0.1213 0.0534
H -4.0847 -4.6451 -5.8042 0.0163 -0.0401 0.0736
H -6.9686 5.1612 -6.1187 -0.0154 -0.0442 0.0370
H 2.9591 2.2160 5.9866 0.0479 0.0940 0.1269
H -0.8982 -5.8287 3.3690 -0.0811 -0.2343 -0.1538
H -2.8124 -1.7465 0.2394 0.0258 0.0243 0.0179
H -2.3612 -4.4799 -5.3921 -0.0851 -0.0817 0.0949
H 1.5746 1.6271 5.1049 -0.1478 0.0330 -0.0197
H -8.8988 -0.4970 4.3730 -0.0541 0.0132 0.0866
H 11.9203 -0.8595 1.7416 -0.0199 -0.0195 0.0118
H -0.1477 -1.3772 3.3021 -0.0957 0.0963 -0.2078
H -9.9793 0.0917 3.0997 -0.0209 -0.0074 -0.0193
H -1.1080 5.6392 -3.3143 0.0068 -0.1409 -0.1415
H -2.8659 -0.8148 -1.2528 -0.0527 0.0365 -0.0256
H -1.9648 -2.9742 -7.2115 0.2042 0.0808 -0.0186
H -0.0895 -4.0530 1.8426 0.0356 0.0118 -0.1662
H -3.5492 -1.2226 -7.6078 -0.0027 0.0680 0.0883
H -8.9796 -1.8477 1.9859 0.0183 0.0498 0.0108
H 2.3975 2.9210 1.2236 0.2781 -0.0233 -0.0379
H 4.6845 -1.8130 -2.7042 -0.1508 -0.1520 -0.0644
H -2.9285 0.4544 1.1822 -0.0593 -0.0069 0.0881
H -3.3484 6.8579 -2.1948 -0.0615 -0.0694 -0.0201
H 1.8389 -3.4485 4.1090 0.1481 0.2782 0.1841
H 9.3420 -1.1064 3.1340 -0.0666 -0.0210 0.0041
H 4.5889 -1.8851 5.9727 -0.0360 0.0560 0.2052
H 0.7865 -6.1922 2.9278 0.0884 -0.1592 -0.0203
H -11.4300 -2.1664 1.9092 -0.0471 -0.0397 -0.0140
H 0.9354 -0.0687 -2.1129 -0.0171 0.1329 0.0970
H -4.9340 -2.2997 -7.3499 0.0064 -0.0244 0.0007
H -0.4612 -3.4752 3.4491 -0.0881 0.2570 -0.1019
H -6.0843 3.7660 -6.7755 -0.0759 -0.0376 0.1492
H 10.4498 1.6841 2.5758 0.0111 0.0123 -0.0129
H 1.9093 -3.8416 -3.8361 0.0279 -0.0553 -0.1192
H -5.2949 -1.2154 -1.4536 0.0001 -0.0626 -0.0460
H -5.1607 5.0464 -8.5750 0.0134 0.0112 -0.0173
H 1.7999 1.3550 2.7269 0.2598 -0.1332 0.0713
H 3.1574 -2.6523 5.3901 -0.2506 -0.1522 -0.2705
H 3.4327 1.5218 -1.7118 -0.0562 0.1495 -0.2612
H 1.1086 -3.5792 0.3448 0.0029 0.0292 0.1754
H -3.3356 5.3843 0.1274 0.0495 -0.1029 0.0400
H 6.7516 -0.4432 -0.5946 0.3003 -0.2713 -0.1496
H 2.3279 -4.3936 2.7596 0.2428 -0.0402 -0.1852
H 1.0364 -1.5301 4.5598 0.0224 -0.1898 0.0958
H 0.0213 3.4712 2.3680 0.0635 0.1418 0.0240
H 5.5470 0.4193 1.9350 0.0874 -0.1168 0.0264
H -4.8078 -2.7182 -0.6386 -0.1485 -0.0101 -0.1229
H 0.8251 4.0075 -0.0185 -0.0424 0.1301 -0.1880
H 11.1636 0.4829 3.6505 0.0245 -0.0712 -0.0160
H -4.2983 4.8116 -1.2505 0.0049 0.0003 -0.0380
H 3.6652 0.0786 6.4735 0.2235 -0.0919 0.0628
H 5.5072 0.0356 5.1660 0.0691 -0.0186 0.0678
H 0.3543 -5.4797 4.5044 0.2730 -0.1446 0.1126
H -10.9605 -3.6623 2.7479 -0.1633 -0.0109 -0.0683
H -2.7449 5.0240 -3.7092 0.2580 0.0163 0.1417
H -4.3047 7.2368 -8.0928 0.0863 -0.0039 0.0641
H 4.0446 1.2810 1.9951 -0.2941 0.0842 -0.1769
```
Forces are in eV/Å.

C49H90O19 | the ωB97M-V functional and the def2-TZVPD basis

Output
**E_LUMO**: 0.43 eV
**E_HOMO**: -9.027 eV
**Energy above the lowest of the compared OMol25 structures with the same formula, charge and spin**: 49.04 kcal per mole
**DFT total energy**: -3350.57048 Eh

Geometry as XYZ:
```
158
Properties=species:S:1:pos:R:3:forces:R:3
O 2.3265 -5.2526 -1.4188 -0.9107 0.3136 0.6343
O -1.1042 0.9658 -2.5507 0.2172 -1.0415 0.2481
O -3.3617 4.4471 -2.6885 -0.0053 -0.3902 0.1149
O 1.0219 4.0285 -3.0826 -0.4072 1.0211 -0.1419
O -0.1405 -1.7455 3.7939 -0.4769 0.2444 -0.4969
O -2.7713 -0.7797 0.2727 -0.0346 0.0433 -0.4787
O 5.7719 0.9046 -2.3059 -0.6964 1.3127 0.6035
O -2.6075 1.9520 2.0534 -0.1216 -0.1796 -0.1640
O 3.7702 -3.3189 2.3315 0.1103 -0.2928 -0.7184
O 1.9365 3.5079 2.1555 -0.2015 -0.0926 0.0979
O -0.2026 7.1183 1.4400 0.0209 -0.1463 0.5437
O -6.1167 -3.1075 0.6482 -0.4149 0.3248 0.0477
O 0.2234 -5.3342 1.6826 0.6767 -0.5332 1.9225
O 4.3332 -4.8277 0.7859 0.9863 -0.5750 -2.0740
O 3.8616 1.9837 3.9010 -1.6162 -1.5174 0.0382
O 5.2076 2.4469 2.2507 -0.5312 -0.8545 -0.5620
O -2.7000 -5.3817 -3.1913 0.6125 0.1309 -0.1210
O -0.1358 -1.0748 -2.6111 -0.1750 0.0843 -0.5116
O 3.7321 -5.1104 -3.1120 0.0053 1.2165 0.9606
C 2.3324 5.3877 0.7360 0.6418 -0.5331 -0.8877
C -0.7424 2.0793 3.4894 0.7737 -0.3541 0.6922
C 2.1242 5.6122 3.2734 0.5778 0.6662 0.0982
C 4.3531 1.6953 2.6603 1.3542 1.1997 0.9663
C 3.7080 1.9325 -1.8654 0.5478 1.6310 1.0587
C 4.2604 -6.2912 0.6092 -0.1564 0.1110 -0.2959
C 5.9821 2.7636 -0.8375 1.1941 -0.1254 -0.9039
C 0.4410 -2.1950 4.7468 0.9496 -1.0120 -0.2913
C 2.7125 1.0982 4.1655 -0.5174 0.6333 -0.9374
C 3.1739 -3.0666 -2.1498 -0.1162 1.2241 0.3518
C 0.5301 -1.4033 6.0040 0.4155 -0.9062 1.8016
C -3.0433 1.2688 4.3007 1.4934 -1.2118 0.5103
C -1.4131 5.6030 0.0585 2.2722 -1.3677 0.8560
C 3.7851 0.3918 2.1538 0.8010 -0.7903 -0.0303
C -0.9220 6.9536 0.4888 -0.2253 1.0975 -1.2226
C -3.8968 -0.6916 0.7080 0.3082 -0.5177 0.4926
C 2.4550 0.3383 2.8518 0.2435 0.4697 0.3720
C 2.0911 4.7049 2.0887 0.3489 0.6117 -1.1411
C -0.4487 -6.1675 -0.3357 1.6375 -0.8481 -1.8243
C -5.5513 4.4011 -1.7687 -0.7035 -1.5442 0.9668
C 4.5374 -4.0592 -3.7073 0.5421 -1.5175 -1.9577
C 4.5315 -2.8856 -2.7987 0.4329 -0.6780 1.7366
C 3.1149 -6.6701 1.5388 -0.1839 -1.7966 -0.1578
C -6.9529 -3.2704 -1.5532 -1.2005 1.2723 -0.4945
C -2.1434 1.7455 3.1521 -1.0716 0.1217 0.5893
C -0.1317 -5.0360 0.5773 0.3777 -0.1628 -0.2156
C -2.8674 -3.1496 -3.9564 1.0411 -0.5561 -1.5887
C -0.6172 -4.5499 -4.1424 -2.1677 1.6072 0.9199
C 2.9570 -4.5208 -2.1155 0.9544 -1.9772 -1.3233
C 3.7602 -4.4533 1.8928 -0.3325 0.9783 2.0203
C 1.2397 4.8531 -5.2542 -0.9938 -0.8021 -0.0909
C -4.5550 2.4095 -3.1428 -0.0930 0.2266 -1.2357
C 1.1545 -3.5673 4.6079 -1.5404 0.3694 0.8974
C -6.2812 -3.7802 -0.3455 0.6820 0.1823 0.2364
C 5.1836 1.8344 -1.7384 1.4519 -1.6731 -0.2128
C -1.2016 8.2043 -0.4214 0.3073 -2.2291 1.1010
C -0.3327 -3.5832 0.2989 1.2214 -0.7621 1.3746
C -1.1840 2.0496 -1.6315 0.4139 1.4539 0.3896
C -2.1002 -4.4608 -3.7100 -0.3139 0.3929 -0.6046
C -4.2168 -1.2062 2.0733 -0.3225 0.2571 1.3687
C -0.3620 -0.0464 -2.0292 -0.3906 -0.0694 -0.0594
C 0.0606 0.2484 -0.6263 -0.8539 1.1135 -0.0025
C 3.1457 -5.6244 2.5817 -1.4495 0.6815 1.3364
C -0.1180 1.7884 -0.4732 -1.1620 -0.2469 -1.5781
C 0.8678 5.0092 -3.8095 1.9387 -3.4414 0.3318
C -5.0245 -0.0475 -0.0279 -0.5464 -2.3116 -0.2466
C 0.3876 6.2754 -3.3326 0.6868 1.4891 1.4510
C -5.7439 -5.1517 -0.3735 1.7188 -0.8010 -0.9113
C -4.3476 3.7676 -2.5003 -0.0417 0.6036 0.0680
H -0.6195 6.3171 -3.6569 -1.2478 0.6124 -0.3461
H -3.6835 1.9136 -3.6301 -0.3720 0.8906 0.4412
H -0.5407 2.0898 0.4655 -0.3658 -0.0958 0.4452
H -1.1157 -3.3413 0.9996 -0.5747 0.6714 -0.1698
H 1.2755 6.3155 3.2297 0.4137 -0.2033 -0.0405
H -3.3238 -1.2159 2.7057 0.0240 -0.0805 -0.2983
H -4.6163 -2.2278 2.0185 0.0306 0.3453 -0.1060
H 3.6392 0.3463 1.0722 0.5221 0.1075 0.1110
H -0.6567 -0.3544 -0.0307 0.5208 0.5586 0.0540
H 1.0462 -0.1299 -0.5241 0.9452 -0.2901 0.4145
H 1.7594 4.9184 -0.0872 0.2027 -0.1322 0.5373
H -0.9044 4.8540 0.7792 -1.1337 0.9938 -1.0265
H 1.5151 -4.0445 5.5150 -0.3180 0.2190 0.4497
H 5.8108 2.6321 0.2183 -0.6585 -0.0121 0.3410
H 3.2134 -2.6825 -1.1397 -0.6127 0.2545 0.1971
H 0.2803 4.6994 -5.7762 0.2885 0.4536 -0.2222
H 1.8239 1.6634 4.3878 -0.0759 1.0114 -0.1224
H 3.9881 -3.7988 -4.6258 0.5678 -0.0644 -0.1195
H 0.2687 -7.0714 -0.1845 -1.5448 1.6489 -0.0172
H 1.7117 0.8477 2.2486 -0.0846 0.3804 0.0245
H 0.5535 -0.3458 5.8386 -0.1845 0.5818 -0.3183
H -5.3523 4.5399 -0.6455 -0.1892 -0.1296 -1.7487
H -2.9166 0.2112 4.6283 0.4206 0.3345 -0.8248
H -0.4871 -5.9380 -1.4135 0.5140 0.2123 0.3538
H 3.4804 2.9651 -2.1222 -0.3230 0.1938 -0.0015
H 4.5819 -1.9263 -3.2567 0.4344 0.5942 -0.5340
H 0.9986 7.0771 -3.7657 -0.4530 0.0462 0.0430
H 2.0809 6.4445 0.7051 0.1459 0.0723 0.3867
H 2.4212 -2.5664 -2.7827 -0.1361 -0.2301 0.5537
H -0.8790 5.4426 -0.9178 -1.0854 -0.1297 0.5418
H -4.9716 -0.5727 2.6017 0.3675 -0.4899 -0.5695
H -4.7169 -5.0992 0.0542 -0.7557 -0.2199 -0.0398
H 4.0531 -6.5632 -0.4526 0.3218 0.6233 0.8261
H 1.7730 5.7076 -5.6170 0.1633 0.4489 -0.4913
H 4.4836 -0.4566 2.4887 -0.9158 1.1962 -0.5446
H -6.3080 -3.0612 -2.4037 0.3931 -0.4310 0.0428
H -1.9639 8.7264 0.0950 -1.1056 0.6968 0.1434
H -2.1517 2.1628 -1.1475 -0.4445 -0.7208 -0.1542
H 5.3078 -2.9839 -2.0102 -0.2895 0.1964 -0.5488
H -7.7572 -3.9201 -1.8834 0.0646 -0.4001 -0.1217
H -2.7671 1.7492 5.2415 -0.3960 0.6309 -0.1961
H 3.2595 -7.6759 1.9460 0.0994 0.0760 -0.0353
H -4.9156 0.9428 0.2423 -0.1786 2.4648 0.5840
H 1.4216 -1.6796 6.6043 -0.3963 0.1002 -0.3818
H 1.7802 3.9167 -5.4137 0.1372 0.3025 0.2364
H 2.1066 -5.3053 2.8953 1.3287 -0.5796 -0.1074
H -0.5373 -3.4605 -0.7140 -0.5391 0.9706 -1.6216
H -0.3187 8.7742 -0.3163 0.9635 0.7890 -0.2423
H -2.5996 -2.6708 -4.9691 -0.8939 -1.1872 1.0473
H -5.0362 1.6566 -2.5436 -0.3075 0.0124 0.5973
H 2.7928 0.5228 5.0639 1.1345 -0.7461 0.3510
H -6.4657 3.7534 -1.8956 0.9244 0.4375 0.4077
H 2.0929 -0.6490 2.9575 -0.2541 -1.1146 0.4256
H 5.2493 -6.6938 0.9273 -0.7112 0.2222 -0.1673
H 7.0232 2.4351 -0.9779 -0.2251 0.2128 -0.0457
H -1.1240 2.9498 -2.2947 0.6397 -0.5108 1.0023
H 2.1027 5.0286 4.1687 -0.2210 -0.3883 0.6223
H -2.4205 -2.3892 -3.3464 -0.2069 0.4310 1.0920
H -0.1808 2.3639 2.6233 0.2446 0.0148 -0.5894
H 3.3967 1.3114 -2.6594 -0.7137 -0.9593 -0.4538
H -5.6219 -5.5780 -1.3971 -0.3791 0.2831 0.7313
H 5.5320 -4.5421 -3.9400 -1.0598 0.8031 0.1453
H 2.1102 -6.6863 1.1136 0.3874 0.1639 -0.6146
H 5.9569 3.8344 -1.0927 -0.4308 -0.3528 0.0084
H -0.4319 -5.5586 -4.3782 0.8090 -1.0920 -0.0193
H -6.3678 -5.7786 0.2412 -0.1456 -0.4218 0.2209
H -0.2736 1.1726 3.9332 -0.2036 0.6734 0.0051
H -5.8301 5.3306 -2.2445 0.3694 0.4580 0.0677
H -1.4693 -6.3828 -0.1719 -1.2342 -0.8615 0.6577
H -0.6821 2.9534 4.1661 -0.1593 -0.6251 0.0506
H -3.9202 -3.4307 -3.7740 0.4736 0.8711 -0.2098
H 2.0271 -3.4487 4.0235 0.8431 0.4005 -1.0419
H -2.4893 5.4515 0.0264 0.0818 0.1385 -0.3402
H -5.9923 -0.4694 0.3408 0.7279 0.4681 -0.6120
H -7.4241 -2.3160 -1.3256 -0.0111 0.1186 0.1582
H 0.5807 -3.0575 0.6650 -0.6560 -0.2557 -0.5290
H 0.4274 6.3364 -2.2253 -0.0127 -0.0821 -0.7618
H 0.4510 -4.2365 4.1047 0.2438 0.0738 -0.1238
H -0.0972 -4.0893 -3.3044 0.5545 -0.5034 0.1785
H 3.7540 -5.9145 3.4483 -0.1428 0.3145 -0.0474
H -0.4635 -3.8644 -4.9576 0.1444 0.0249 -0.5581
H -1.4387 7.9571 -1.4414 -0.2604 0.0166 -0.2834
H 0.7290 2.4405 -0.6296 0.6922 -0.3936 -0.2324
H 3.2849 1.7766 -0.8582 -0.2146 -0.2380 -0.5234
H 3.0875 6.1829 3.3022 -0.8184 -0.2745 -0.2850
H -5.3053 2.6899 -3.9293 0.5170 -0.5046 0.3166
H -0.3344 -1.6439 6.6610 0.3447 0.1344 -0.4525
H 3.4195 5.2641 0.4472 -1.0167 0.1185 0.4840
H -4.8574 -0.1268 -1.0986 -0.2257 -0.1543 -0.0858
H -4.0585 1.3196 4.0123 -1.0999 0.5786 -0.0860
```
Forces are in eV/Å.